Density functional theory data (the ωB97M-V functional and the def2-TZVPD basis) for a 2-piece molecular cluster, C16H17N overall.

Last column: natural (NBO) charge in e.
Atoms and positions in Å:
C (-3.064, -0.352, 1.389)  -0.6253
C (0.297, -1.922, 1.638)  0.1410
C (-0.876, -1.662, 0.926)  -0.0987
C (-1.706, -0.863, 1.774)  -0.0741
C (-1.038, -0.679, 2.933)  -0.0429
C (1.285, -2.773, 1.133)  -0.2332
C (1.133, -3.224, -0.159)  -0.2175
C (-1.029, -2.150, -0.391)  -0.1999
C (0.033, -2.833, -0.942)  -0.2223
N (0.200, -1.293, 2.847)  -0.5283
H (0.801, -1.527, 3.621)  0.4051
H (2.129, -3.058, 1.748)  0.2086
H (-1.163, -0.112, 3.845)  0.2099
H (1.877, -3.894, -0.551)  0.2095
H (-1.831, -1.736, -0.991)  0.2123
H (-3.586, 0.090, 2.236)  0.2188
H (-3.638, -1.144, 0.917)  0.2170
H (0.029, -3.180, -1.963)  0.2081
H (-2.900, 0.412, 0.618)  0.2121
C (-0.999, 3.251, -1.112)  -0.6359
C (2.703, 1.131, -1.608)  -0.2250
C (2.432, 1.812, -0.428)  -0.2039
C (1.738, 1.111, -2.610)  -0.1997
C (1.178, 2.358, -0.202)  -0.2145
C (0.573, 1.843, -2.473)  -0.2139
C (0.264, 2.463, -1.266)  -0.0105
H (3.670, 0.678, -1.767)  0.2139
H (3.197, 1.875, 0.328)  0.2102
H (1.875, 0.581, -3.538)  0.2098
H (0.676, 2.604, 0.716)  0.2112
H (-0.143, 1.900, -3.281)  0.2031
H (-1.139, 3.777, -0.173)  0.2178
H (-1.848, 2.589, -1.267)  0.2154
H (-1.134, 3.930, -1.946)  0.2217

Properties
HOMO (eV): -7.83
Net charge: 0



Density functional theory data (the ωB97M-V functional and the def2-TZVPD basis) for a 2-piece molecular cluster, C16H17N overall.

Last column: natural (NBO) charge in e.
Atoms and positions in Å:
C (-0.415, 0.470, -3.774)  -0.6382
C (-1.607, 0.553, -1.735)  -0.2424
C (-1.475, 1.121, -2.968)  0.0005
C (-2.565, 1.037, -0.918)  -0.1824
C (-3.407, 2.062, -1.335)  -0.2424
C (-2.328, 2.102, -3.470)  -0.2301
C (-3.297, 2.589, -2.598)  -0.2001
H (-0.879, -0.198, -1.387)  0.2132
H (-2.686, 0.379, 0.034)  0.2079
H (-0.973, -0.487, -4.087)  0.2256
H (0.527, 0.198, -3.328)  0.2240
H (-4.234, 2.403, -0.624)  0.2193
H (-2.191, 2.341, -4.549)  0.2177
H (-3.945, 3.355, -2.987)  0.2152
H (-0.115, 1.215, -4.537)  0.2124
C (-1.038, -2.328, 0.929)  -0.6332
C (1.061, -0.893, 1.642)  -0.0780
C (0.418, -2.119, 1.254)  -0.1006
C (2.486, -1.184, 2.084)  0.1517
C (1.314, -3.168, 1.440)  -0.0297
C (0.678, 0.470, 1.644)  -0.2026
C (1.620, 1.430, 2.044)  -0.2270
C (2.991, 1.161, 2.341)  -0.2099
C (3.434, -0.190, 2.419)  -0.2673
N (2.539, -2.571, 1.833)  -0.5447
H (-0.218, 0.634, 1.148)  0.2103
H (1.257, 2.453, 2.015)  0.2095
H (3.709, 1.920, 2.538)  0.2144
H (-1.264, -3.395, 0.606)  0.2274
H (-1.445, -1.501, 0.303)  0.2129
H (1.227, -4.248, 1.324)  0.2214
H (3.374, -3.169, 2.236)  0.4071
H (4.534, -0.342, 2.569)  0.2227
H (-1.679, -2.238, 1.890)  0.2152

Properties
HOMO (eV): -7.80
Net charge: 0



Density functional theory data (the ωB97M-V functional and the def2-TZVPD basis) for one molecule with the formula C16H17N3O2S.

Last column: natural (NBO) charge in e.
Atoms and positions in Å:
C (3.444, -1.417, 4.045)  -0.6232
C (2.187, -0.757, 3.635)  0.0403
C (1.384, -1.160, 2.488)  -0.2554
C (0.291, -0.502, 2.310)  0.1949
C (-0.035, 0.440, 3.168)  -0.0166
C (0.543, 0.863, 4.424)  -0.1831
C (1.730, 0.355, 4.766)  -0.1511
H (2.306, 0.348, 5.490)  0.1755
H (0.146, 1.433, 5.053)  0.1863
C (-1.557, 1.123, 2.959)  -0.5652
H (-1.679, 1.787, 2.325)  0.1745
H (-2.317, 0.199, 2.690)  0.2004
H (-1.770, 1.535, 3.872)  0.1952
N (-0.532, -0.922, 1.190)  -0.5252
C (-0.676, -2.290, 0.892)  0.7053
O (-0.651, -3.044, 1.772)  -0.5493
C (-1.250, -2.082, -0.492)  -0.4978
H (-2.434, -2.164, -0.347)  0.2681
C (-0.953, -0.996, -1.231)  -0.3784
C (-1.982, -0.281, -2.013)  0.7076
O (-2.991, -0.723, -2.105)  -0.5335
N (-1.564, 0.659, -2.796)  -0.6281
C (-0.295, 1.128, -3.105)  0.2605
N (0.749, 1.012, -2.299)  -0.4787
C (1.942, 1.327, -2.945)  -0.0806
C (1.710, 2.399, -4.030)  -0.5117
S (0.244, 2.386, -4.462)  0.4797
H (2.302, 2.921, -4.522)  0.2165
H (2.868, 1.583, -2.235)  0.2185
H (-2.143, 1.058, -3.597)  0.4192
H (0.013, -1.134, -1.639)  0.2520
C (-0.612, -0.083, 0.105)  -0.1667
H (-1.677, 0.578, 0.271)  0.1504
H (0.243, 0.757, -0.002)  0.2435
H (-0.968, -3.079, -0.987)  0.2251
H (1.639, -1.967, 1.943)  0.2164
H (3.417, -2.699, 4.088)  0.1963
H (4.039, -1.150, 3.332)  0.2057
H (3.905, -1.141, 5.004)  0.2123

Properties
HOMO (eV): -8.00
Net charge: 0



Density functional theory data (the ωB97M-V functional and the def2-TZVPD basis) for one molecule with the formula C16H17N3O3S2.

Last column: natural (NBO) charge in e.
Atoms and positions in Å:
C (3.410, 1.219, 0.377)  -0.6295
C (2.035, 1.374, 1.009)  -0.0830
H (2.001, 2.262, 1.647)  0.2090
H (1.768, 0.488, 1.588)  0.1982
O (1.029, 1.495, 0.000)  -0.5132
C (0.548, 2.706, -0.251)  0.8149
O (0.901, 3.720, 0.288)  -0.6017
C (-0.569, 2.639, -1.285)  -0.5246
C (-1.814, 2.263, -0.547)  0.1498
C (-2.584, 3.112, 0.186)  -0.4365
S (-3.881, 2.266, 0.940)  0.3938
C (-3.269, 0.800, 0.194)  0.2693
N (-2.222, 0.966, -0.537)  -0.4981
N (-3.934, -0.380, 0.379)  -0.6010
C (-3.475, -1.629, 0.091)  0.2827
S (-4.524, -2.865, -0.168)  -0.1547
N (-2.120, -1.826, 0.019)  -0.6497
C (-1.158, -1.228, 0.828)  0.7077
O (-1.438, -0.474, 1.727)  -0.5671
C (0.222, -1.684, 0.523)  -0.2080
C (1.010, -2.062, 1.609)  -0.1571
C (2.305, -2.501, 1.421)  -0.2306
C (2.829, -2.544, 0.139)  -0.1837
C (2.060, -2.138, -0.936)  -0.2488
C (0.749, -1.703, -0.772)  0.1253
C (-0.030, -1.243, -1.965)  -0.6818
H (0.643, -0.795, -2.693)  0.2196
H (-0.786, -0.514, -1.684)  0.2560
H (-0.522, -2.086, -2.453)  0.2173
H (2.483, -2.153, -1.930)  0.2134
H (3.842, -2.882, -0.021)  0.2174
H (2.904, -2.803, 2.267)  0.2195
H (0.582, -2.012, 2.599)  0.2303
H (-1.845, -2.666, -0.474)  0.4312
H (-4.907, -0.325, 0.654)  0.4340
H (-2.459, 4.165, 0.329)  0.2494
H (-0.342, 1.875, -2.026)  0.2445
H (-0.677, 3.619, -1.748)  0.2434
H (3.663, 2.110, -0.193)  0.2133
H (4.153, 1.076, 1.155)  0.2161
H (3.420, 0.358, -0.286)  0.2129

Properties
HOMO (eV): -8.41
Net charge: 0



For each record above, in turn, the calculated energy relative to the best compared isomer or geometry (same formula, charge and spin) values are 0.5956; 2.2349; 13.4870; 0.0000 eV.
For each record above, in turn, the calculated largest force on an atom values are 1.860; 4.130; 13.522; 1.349 eV/Å.